{"formula": "C4H12Cl4CrN4O24", "method": "wB97M-V/def2-TZVPD", "lumo_ev": [4.52, 4.52], "e_homo_ev": [-4.5, -4.6], "total_charge": -2, "homo_lumo_gap_ev": [8.981, 9.111], "spin_multiplicity": 5, "max_force_ev_per_a": 1.01, "species": ["Cr", "Cl", "O", "O", "O", "O", "Cl", "O", "O", "O", "O", "Cl", "O", "O", "O", "O", "Cl", "O", "O", "O", "O", "C", "N", "O", "O", "H", "H", "H", "C", "N", "O", "O", "H", "H", "H", "C", "N", "O", "O", "H", "H", "H", "C", "N", "O", "O", "H", "H", "H"], "xyz": [[-0.1038, 0.1104, -0.1868], [-0.2039, 3.8062, -0.5003], [0.0189, 2.4140, -0.1272], [-1.2806, 4.3151, 0.3141], [1.0037, 4.5384, -0.2259], [-0.5368, 3.8816, -1.8924], [1.2086, 0.2356, -3.6553], [0.5903, -0.1993, -2.3993], [2.0679, 1.3586, -3.3547], [1.9512, -0.8854, -4.1598], [0.2176, 0.6258, -4.6135], [1.3977, -0.7355, 2.9744], [1.6461, -2.1246, 2.6535], [0.4587, -0.6588, 4.0587], [2.6253, -0.0747, 3.2997], [0.8185, -0.0789, 1.8121], [-3.2333, 0.6853, -2.0053], [-3.7664, -0.6149, -2.3175], [-2.1368, 0.5015, -1.0519], [-2.7732, 1.3526, -3.1729], [-4.2349, 1.4805, -1.3242], [-3.8150, 2.2500, 1.5221], [-3.0733, 1.0139, 1.8457], [-1.8671, 1.1169, 1.8555], [-3.6973, -0.0175, 2.0212], [-3.5479, 2.9696, 2.2959], [-4.8773, 2.0440, 1.5893], [-3.5128, 2.6216, 0.5497], [2.9190, -3.4500, -0.3214], [1.5272, -3.1125, 0.0496], [1.1648, -2.0013, -0.2542], [0.8298, -3.9660, 0.5607], [3.3415, -4.1089, 0.4296], [3.4596, -2.5111, -0.3768], [2.8672, -3.9516, -1.2837], [-2.0194, -2.8283, 2.4236], [-1.9196, -2.5403, 0.9789], [-2.3999, -3.3099, 0.1840], [-1.3468, -1.5037, 0.7063], [-1.9974, -1.8963, 2.9727], [-1.1384, -3.4387, 2.6282], [-2.9222, -3.3983, 2.6106], [4.0025, 2.0411, -1.1360], [3.4290, 0.6958, -0.8675], [4.1269, -0.2813, -1.0849], [2.2926, 0.6658, -0.4790], [3.1970, 2.6877, -1.4629], [4.7853, 1.8745, -1.8672], [4.4574, 2.4017, -0.2154]], "forces_ev_per_angstrom": [[-0.527, 0.860, -0.107], [-0.399, 0.077, -0.294], [0.232, -0.939, 0.163], [0.035, -0.004, -0.056], [0.176, 0.024, 0.029], [0.070, 0.006, 0.307], [-0.419, 0.315, -0.027], [-0.471, -0.006, 0.081], [0.245, -0.275, -0.103], [0.449, -0.071, -0.054], [0.072, -0.109, 0.363], [-0.065, -0.410, -0.032], [0.010, 0.152, -0.003], [0.082, 0.080, -0.048], [0.005, 0.023, 0.085], [-0.152, 0.399, -0.467], [-0.592, -0.195, -0.062], [0.044, 0.201, 0.008], [0.795, -0.006, 0.435], [0.107, -0.013, -0.011], [0.086, -0.156, -0.160], [-0.456, 0.490, 0.719], [0.233, 0.184, -0.859], [-0.040, -0.273, 0.339], [0.009, -0.054, 0.263], [0.180, 0.016, -0.116], [0.020, -0.157, -0.252], [0.129, -0.205, -0.041], [0.305, 0.052, 0.255], [-0.286, -0.136, -0.099], [0.005, -0.025, -0.123], [0.096, 0.012, -0.032], [-0.179, -0.057, 0.069], [0.015, -0.002, -0.196], [0.006, 0.085, -0.072], [0.192, -0.448, 0.213], [-0.421, 0.394, -0.103], [0.193, 0.026, 0.094], [0.099, -0.138, -0.209], [0.118, 0.100, -0.086], [0.015, 0.131, 0.149], [-0.060, -0.006, -0.150], [0.371, -0.170, -0.013], [-0.053, 0.111, -0.396], [0.023, 0.085, 0.224], [0.041, -0.060, 0.478], [-0.013, -0.020, -0.051], [-0.125, 0.190, -0.188], [-0.196, -0.077, 0.135]]}